Below is a structure of composition C4H8Br2 at a distorted geometry, with properties calculated with ωB97M-V/def2-TZVPD.

Values from the calculation:
Relative energy (zero: lowest compared OMol25 entry of this formula, charge and spin): 93.09 kcal per mole
E_tot: -144357.9685 eV
E_HOMO (spin up / spin down): -10.34 / -8.18 eV

```
! RIJCOSX wB97M-V def2-TZVPD def2/J DEFGRID3
* xyz 0 1
C -1.024 0.382 0.732
C -0.444 -0.361 -1.498
C 0.006 -0.316 -0.073
C 1.388 0.074 0.213
Br 2.835 -1.105 -0.136
Br 1.882 1.930 0.202
H -0.602 0.489 1.805
H -1.130 1.361 0.274
H -1.894 -0.196 0.753
H -1.462 -0.665 -1.616
H 0.100 -1.115 -1.965
H -0.335 0.596 -2.033
H -0.015 -1.282 0.352
H 0.695 0.208 2.989
*
```

=====

Below is the ion C4H8Br2N with charge +1 at a distorted geometry, with properties calculated with ωB97M-V/def2-TZVPD.

Values from the calculation:
Relative energy (zero: lowest compared OMol25 entry of this formula, charge and spin): 21.63 kcal per mole
E_tot: -145843.8793 eV
E_HOMO: -13.89 eV

```
! RIJCOSX wB97M-V def2-TZVPD def2/J DEFGRID3
* xyz 1 1
C -1.738 0.388 2.135
C -1.430 0.135 0.868
Br -2.634 0.376 -0.582
C 0.039 -0.656 0.421
Br -0.137 -2.505 -0.098
N 0.460 0.295 -0.774
C 1.783 0.006 -1.428
H -2.680 0.972 2.244
H -1.150 0.260 2.956
H 0.695 -0.396 1.293
H -0.303 0.155 -1.440
H 0.473 1.266 -0.677
H 2.634 -0.088 -0.722
H 1.877 -0.891 -1.980
H 2.111 0.685 -2.215
*
```

=====

Below is the ion C4H8Br2N3 with charge +1 at a distorted geometry, with properties calculated with ωB97M-V/def2-TZVPD.

Values from the calculation:
Relative energy (zero: lowest compared OMol25 entry of this formula, charge and spin): 49.70 kcal per mole
E_tot: -148823.5893 eV
E_HOMO: -13.90 eV

```
! RIJCOSX wB97M-V def2-TZVPD def2/J DEFGRID3
* xyz 1 1
C 1.337 0.140 1.827
C 1.460 -0.256 0.567
Br 3.008 -1.245 -0.045
N 0.519 0.026 -0.569
C 0.939 1.105 -1.504
N -0.775 0.326 -0.197
C -1.683 -0.631 0.041
N -2.858 -0.290 0.504
Br -1.167 -2.459 0.017
H 2.009 -0.149 2.575
H 0.484 0.640 2.081
H 0.557 -1.096 -0.956
H 1.151 2.007 -0.974
H 1.857 0.894 -2.012
H 0.000 1.247 -2.020
H -3.169 0.592 0.207
H -3.669 -0.852 0.459
*
```

=====

Below is a structure of composition C4H8Br3F3NNiOPSi at a distorted geometry, with properties calculated with ωB97M-V/def2-TZVPD.

Values from the calculation:
E_tot: -284286.5973 eV
E_HOMO (spin up / spin down): -15.98 / -15.97 eV

```
! RIJCOSX wB97M-V def2-TZVPD def2/J DEFGRID3
* xyz 2 3
C -1.249 0.128 2.152
C -1.749 -0.741 1.001
Br -3.706 -0.827 1.150
C -1.462 -0.128 -0.390
Br -2.288 1.608 -0.621
Si 0.349 -0.148 -0.880
Br 1.468 -1.592 0.544
P 1.437 1.856 -0.787
N 2.807 1.686 0.137
O 0.621 2.981 -0.060
C 0.571 -0.961 -2.624
F -0.354 -1.862 -2.806
F 0.512 -0.105 -3.576
F 1.731 -1.601 -2.654
H -1.996 0.842 2.442
H -0.288 0.600 1.921
H -1.072 -0.517 3.003
H -1.410 -1.761 1.051
H -1.959 -0.790 -1.096
H 3.383 0.895 -0.145
H 2.553 1.653 1.125
H 0.300 2.690 0.816
Ni 1.800 -3.905 0.296
*
```

=====

Below is a structure of composition C4H8BrCl2 at a distorted geometry, with properties calculated with ωB97M-V/def2-TZVPD.

Values from the calculation:
E_tot: -99362.1248 eV
E_HOMO (spin up / spin down): -8.80 / -10.33 eV

```
! RIJCOSX wB97M-V def2-TZVPD def2/J DEFGRID3
* xyz 0 2
Cl 1.152 -5.253 1.020
Cl 0.850 -3.269 0.651
C -1.026 1.985 -0.976
C 0.151 1.269 -0.340
C -0.230 -0.101 0.236
C 0.898 -0.955 0.609
Br -1.514 -0.034 1.707
H -0.645 2.921 -1.411
H -1.449 1.329 -1.751
H -1.788 2.198 -0.210
H 0.973 1.147 -1.050
H 0.571 1.817 0.498
H -0.702 -0.706 -0.558
H 1.784 -0.958 -0.012
H 0.973 -1.390 1.587
*
```

=====

Below is a cluster of 2 separate species, C4H8BrClO in total at a distorted geometry, with properties calculated with ωB97M-V/def2-TZVPD.

Values from the calculation:
Relative energy (zero: lowest compared OMol25 entry of this formula, charge and spin): 17.56 kcal per mole
E_tot: -88888.7415 eV
E_HOMO: -9.91 eV

```
! RIJCOSX wB97M-V def2-TZVPD def2/J DEFGRID3
* xyz 0 1
C -0.504 1.562 0.650
C -1.386 0.628 -0.083
Cl -0.946 0.566 -1.784
C -1.265 -0.746 0.552
O -1.172 -1.800 -0.043
H -0.542 1.667 1.741
H 0.523 1.551 0.432
H -0.643 2.542 0.439
H -2.348 1.006 -0.011
H -1.345 -0.664 1.766
C 1.707 -1.261 -0.710
Br 3.648 -1.641 -0.608
H 1.527 -0.653 -1.668
H 1.644 -0.580 0.093
H 1.105 -2.179 -0.766
*
```

=====

Below is a structure of composition C4H8BrF at a distorted geometry, with properties calculated with ωB97M-V/def2-TZVPD.

Values from the calculation:
Relative energy (zero: lowest compared OMol25 entry of this formula, charge and spin): 67.73 kcal per mole
E_tot: -77034.7704 eV
E_HOMO (spin up / spin down): -10.23 / -10.23 eV

```
! RIJCOSX wB97M-V def2-TZVPD def2/J DEFGRID3
* xyz 0 1
C 0.783 -0.272 -1.113
C 0.199 -0.960 1.131
C -1.338 0.604 -0.121
C -0.090 -0.264 -0.082
F 1.583 1.969 -0.483
Br -3.090 -0.156 -0.214
H 1.306 0.706 -0.337
H 0.683 0.068 -2.099
H 1.760 -0.882 -1.036
H 0.424 -0.160 1.791
H -0.681 -1.522 1.680
H 1.121 -1.529 0.849
H -1.172 1.371 -0.923
H -1.488 1.027 0.957
*
```

=====

Below is the ion C4H8BrN4 with charge +1, with properties calculated with ωB97M-V/def2-TZVPD.

Values from the calculation:
Relative energy (zero: lowest compared OMol25 entry of this formula, charge and spin): 0.00 kcal per mole
E_tot: -80271.8346 eV
E_HOMO: -13.71 eV

```
! RIJCOSX wB97M-V def2-TZVPD def2/J DEFGRID3
* xyz 1 1
C -0.340 -0.532 2.042
C -0.965 -0.926 0.701
Br -2.034 -2.539 0.865
C 0.077 -1.146 -0.412
C 0.391 0.110 -1.130
N 0.454 0.264 -2.459
N 0.720 1.514 -2.723
N 0.841 2.141 -1.599
N 0.647 1.300 -0.581
H -0.318 -1.375 2.727
H -0.914 0.257 2.526
H 0.693 -0.195 1.921
H -1.683 -0.171 0.389
H -0.294 -1.836 -1.167
H 0.997 -1.558 0.005
H 1.054 3.128 -1.503
H 0.675 1.564 0.398
*
```